Record 1
8 unconnected molecules or ions with the total composition C35H93N7O10 in a non-equilibrium geometry. Source: OMol25; level of theory: ωB97M-V with the def2-TZVPD basis set.

Results
HOMO level = -8.3 eV
Kohn-Sham gap = 8.747 eV
Energy relative to the best compared isomer or geometry (same formula, charge and spin) = 182.8 kJ/mol

Geometry (Å):
C -5.322 -1.906 -3.091
O -4.954 -3.136 -2.475
C -3.969 -3.020 -1.402
C -4.377 -2.028 -0.277
C -3.528 -2.126 0.951
N -5.662 -2.265 0.255
H -5.982 -1.329 -2.444
H -5.821 -2.193 -4.017
H -4.479 -1.274 -3.372
H -3.820 -3.995 -0.939
H -2.981 -2.831 -1.822
H -4.257 -1.006 -0.639
H -2.467 -1.941 0.780
H -3.479 -3.121 1.393
H -3.839 -1.435 1.735
H -5.613 -3.220 0.580
H -6.254 -2.307 -0.563
C -3.098 7.487 0.456
O -3.010 6.243 -0.276
C -3.068 6.334 -1.674
C -3.181 4.878 -2.295
C -1.861 4.138 -2.113
N -3.494 4.891 -3.706
H -2.202 8.106 0.498
H -3.374 7.242 1.481
H -3.838 8.204 0.101
H -3.929 6.964 -1.897
H -2.181 6.871 -2.010
H -4.035 4.511 -1.726
H -0.941 4.594 -2.478
H -2.042 3.160 -2.560
H -1.648 3.914 -1.068
H -4.437 5.253 -3.713
H -3.605 3.943 -4.036
C 5.318 2.143 1.752
O 5.523 0.791 2.040
C 6.325 0.538 3.271
C 7.804 0.766 3.075
C 8.413 -0.179 2.074
N 8.507 0.570 4.312
H 6.192 2.694 1.404
H 4.967 2.652 2.650
H 4.542 2.197 0.988
H 5.982 1.212 4.056
H 6.228 -0.513 3.541
H 7.976 1.782 2.721
H 8.192 -1.221 2.303
H 9.501 -0.146 2.021
H 8.101 -0.058 1.036
H 8.115 1.202 4.994
H 9.439 0.957 4.277
C 0.485 -3.584 -2.932
O 0.571 -3.497 -4.331
C 1.955 -3.493 -4.774
C 2.026 -3.843 -6.264
C 3.426 -3.972 -6.678
N 1.330 -2.763 -6.960
H 1.005 -2.753 -2.455
H 0.941 -4.511 -2.587
H -0.515 -3.700 -2.514
H 2.274 -2.453 -4.698
H 2.644 -4.118 -4.207
H 1.488 -4.768 -6.477
H 3.978 -3.066 -6.430
H 3.503 -4.080 -7.760
H 3.869 -4.800 -6.124
H 0.518 -2.508 -6.417
H 1.954 -1.978 -6.841
C -1.899 0.109 -2.103
O -1.225 0.375 -0.938
C 0.126 -0.071 -0.875
C 0.742 0.432 0.432
C 0.990 1.953 0.377
N 1.984 -0.293 0.713
H -1.799 -0.942 -2.372
H -1.471 0.694 -2.917
H -2.975 0.287 -2.095
H 0.092 -1.159 -0.810
H 0.757 0.195 -1.723
H 0.026 0.193 1.219
H 1.261 2.336 1.361
H 0.123 2.577 0.162
H 1.778 2.187 -0.338
H 1.694 -1.146 1.170
H 2.483 0.255 1.399
C -8.243 4.860 3.757
O -7.079 4.475 3.141
C -6.960 4.811 1.736
C -5.640 4.281 1.109
N -5.759 2.819 0.913
C -4.630 2.173 0.291
C -3.478 1.965 1.330
O -3.973 1.148 2.392
C -3.024 0.883 3.462
H -8.267 5.949 3.790
H -8.036 4.503 4.766
H -9.117 4.375 3.323
H -7.012 5.872 1.488
H -7.801 4.428 1.159
H -4.780 4.616 1.688
H -5.504 4.725 0.123
H -5.971 2.403 1.808
H -4.173 2.689 -0.554
H -5.064 1.229 -0.037
H -3.031 2.867 1.747
H -2.717 1.320 0.890
H -2.731 1.816 3.946
H -2.096 0.377 3.196
H -3.451 0.233 4.226
C 3.179 -0.090 5.280
O 2.836 -1.414 4.837
C 3.592 -1.961 3.797
C 2.795 -2.926 2.925
N 1.479 -2.393 2.558
C 0.583 -3.374 2.036
C 1.061 -3.878 0.653
O 0.104 -4.787 0.116
C -0.027 -6.016 0.853
H 2.668 0.210 6.194
H 2.881 0.659 4.546
H 4.246 -0.030 5.494
H 4.429 -2.505 4.237
H 3.966 -1.166 3.153
H 2.662 -3.934 3.315
H 3.278 -3.196 1.986
H 1.099 -1.975 3.395
H -0.445 -3.012 2.024
H 0.409 -4.181 2.748
H 1.991 -4.443 0.716
H 1.189 -3.059 -0.055
H -0.559 -6.717 0.209
H -0.473 -5.882 1.839
H 0.967 -6.415 1.054
C 5.224 -1.937 -3.175
C 4.219 -2.070 -1.978
C 4.909 -2.253 -0.595
O 3.374 -0.890 -1.915
H 4.727 -1.525 -4.054
H 5.621 -2.907 -3.476
H 6.048 -1.256 -2.961
H 3.660 -2.989 -2.151
H 5.689 -1.513 -0.417
H 5.383 -3.218 -0.419
H 4.167 -2.056 0.179
H 3.085 -0.799 -1.004

---

Record 2
13 unconnected molecules or ions with the total composition C35H96O13 in a non-equilibrium geometry. Source: OMol25; level of theory: ωB97M-V with the def2-TZVPD basis set.

Results
2S+1 = 2
HOMO level (spin up / spin down) = 0.1 / -7.3 eV
Kohn-Sham gap (spin up / spin down) = 1.701 / 9.111 eV
Charge = -1

Geometry (Å):
C -1.042 -7.181 -16.639
C -0.902 -8.236 -15.596
O -2.066 -8.962 -15.554
H -2.005 -6.709 -16.830
H -0.693 -7.653 -17.558
H -0.321 -6.364 -16.672
H -0.841 -7.761 -14.616
H -0.048 -8.907 -15.683
H -2.102 -9.385 -16.415
C 3.364 -11.403 -23.011
C 3.717 -12.209 -24.186
O 3.208 -13.514 -24.033
H 3.846 -10.428 -23.079
H 3.753 -11.791 -22.070
H 2.287 -11.230 -23.021
H 4.806 -12.247 -24.187
H 3.319 -11.822 -25.125
H 3.957 -13.989 -24.401
C -0.845 -15.026 -16.393
C 0.440 -15.718 -16.640
O 0.221 -17.002 -16.959
H -1.452 -15.557 -15.660
H -1.487 -15.085 -17.272
H -0.834 -13.955 -16.192
H 0.933 -15.850 -15.677
H 1.131 -15.279 -17.359
H -0.447 -16.967 -17.647
C -3.208 -12.197 -17.613
C -2.888 -11.508 -18.987
O -2.370 -10.154 -18.760
H -4.297 -12.162 -17.575
H -2.709 -11.701 -16.780
H -2.899 -13.242 -17.599
H -3.729 -11.540 -19.679
H -2.068 -12.049 -19.459
H -1.515 -10.195 -19.194
C 4.197 -13.754 -17.764
C 5.556 -14.381 -17.692
C 6.593 -13.803 -18.633
O 6.150 -14.075 -16.447
H 3.858 -13.915 -18.787
H 4.225 -12.672 -17.638
H 3.450 -14.199 -17.106
H 5.521 -15.463 -17.815
H 6.093 -13.726 -19.599
H 7.449 -14.455 -18.806
H 6.818 -12.750 -18.465
H 6.407 -13.154 -16.361
C 4.034 -10.146 -15.609
C 5.531 -10.418 -15.268
C 5.607 -10.913 -13.813
O 6.114 -11.273 -16.211
H 3.574 -9.319 -15.071
H 3.459 -11.065 -15.489
H 4.032 -9.935 -16.679
H 6.034 -9.456 -15.362
H 5.486 -11.963 -13.543
H 4.931 -10.278 -13.240
H 6.633 -10.742 -13.488
H 6.510 -10.789 -16.939
C 2.124 -15.163 -20.411
C 1.792 -16.212 -21.353
C 2.972 -16.721 -22.205
O 1.074 -17.229 -20.761
H 1.150 -14.837 -20.048
H 2.381 -14.299 -21.023
H 2.752 -15.576 -19.621
H 1.038 -15.846 -22.050
H 3.803 -17.196 -21.683
H 3.362 -15.865 -22.756
H 2.528 -17.411 -22.923
H 1.624 -17.629 -20.084
C 5.981 -6.279 -21.352
C 4.946 -5.427 -22.069
C 3.783 -6.257 -22.527
O 4.618 -4.275 -21.310
H 6.211 -7.246 -21.798
H 5.535 -6.299 -20.357
H 6.971 -5.840 -21.230
H 5.485 -5.059 -22.942
H 3.686 -6.885 -23.412
H 3.003 -5.509 -22.665
H 3.479 -6.814 -21.641
H 3.974 -3.753 -21.794
C -1.291 -5.531 -20.315
C 0.213 -5.218 -20.537
C 1.017 -6.259 -19.750
O 0.522 -5.330 -21.847
H -1.708 -6.533 -20.418
H -1.920 -4.888 -20.931
H -1.526 -5.272 -19.283
H 0.417 -4.205 -20.190
H 1.110 -6.114 -18.674
H 2.011 -6.307 -20.195
H 0.591 -7.262 -19.795
H 0.838 -4.457 -22.093
C 2.104 -9.603 -19.463
C 1.118 -10.782 -19.577
C 0.839 -11.569 -18.275
O -0.126 -10.234 -20.030
H 1.930 -8.986 -18.582
H 2.127 -9.011 -20.377
H 3.140 -9.902 -19.303
H 1.479 -11.535 -20.277
H 1.716 -11.664 -17.635
H 0.451 -12.567 -18.480
H 0.111 -11.095 -17.618
H -0.004 -9.652 -20.784
C -0.151 -9.998 -23.675
C 0.255 -8.566 -23.246
C -0.090 -7.570 -24.269
O -0.451 -8.239 -22.161
H -1.230 -10.034 -23.827
H 0.057 -10.771 -22.935
H 0.273 -10.307 -24.631
H 1.302 -8.588 -22.943
H -1.179 -7.536 -24.273
H 0.233 -7.970 -25.230
H 0.248 -6.555 -24.060
H -0.379 -7.282 -22.171
C -5.095 -9.929 -22.589
C -4.596 -8.485 -22.199
C -3.822 -8.367 -20.810
O -3.614 -8.096 -23.054
H -5.663 -9.943 -23.520
H -5.443 -10.624 -21.825
H -4.234 -10.510 -22.920
H -5.438 -7.802 -22.315
H -4.380 -9.020 -20.140
H -3.820 -7.378 -20.352
H -2.801 -8.734 -20.914
H -2.819 -7.929 -22.543
C 8.447 -10.128 -20.438
C 7.335 -9.600 -19.461
C 5.858 -9.868 -19.974
O 7.460 -10.324 -18.316
H 8.697 -9.383 -21.193
H 8.075 -10.982 -21.004
H 9.382 -10.348 -19.922
H 7.409 -8.545 -19.197
H 5.245 -9.333 -19.249
H 5.546 -10.913 -19.987
H 5.595 -9.374 -20.910
H 8.212 -10.015 -17.806